The following is a quantum chemistry calculation of the molecule C3H6N2O2, from OMol25.

Output
ΔE to the lowest compared entry with this formula, charge and spin   80.3 kcal per mole
E_tot   -10281.314 eV
SMILES string   [H]/N=C1/OCON1C
Frontier orbital gap   10.3 eV

Geometry as ORCA input:
```
! RIJCOSX wB97M-V def2-TZVPD def2/J DEFGRID3
* xyz 0 1
H -1.620 -1.276 -1.247
N -1.606 -1.392 -0.226
C -0.605 -0.806 0.277
O -0.293 -0.838 1.591
C 0.889 -0.083 1.735
O 0.907 0.803 0.656
N 0.377 -0.032 -0.384
C -0.078 0.816 -1.476
H 0.841 0.478 2.665
H 1.748 -0.766 1.722
H 0.733 1.428 -1.839
H -0.394 0.186 -2.305
H -0.898 1.481 -1.170
*
```

=====

The following is a quantum chemistry calculation of a cluster of 2 separate species, C4H11NO2 in total at a distorted geometry, from OMol25.

Output
ΔE to the lowest compared entry with this formula, charge and spin   43.8 kcal per mole
E_tot   -9910.343 eV
SMILES string   CCNCC=O.O
Frontier orbital gap   9.8 eV

Geometry as ORCA input:
```
! RIJCOSX wB97M-V def2-TZVPD def2/J DEFGRID3
* xyz 0 1
C -2.249 0.124 0.697
C -1.102 0.814 0.071
N -0.608 0.313 -1.202
C 0.742 -0.199 -1.205
C 0.884 -1.600 -0.611
O 1.207 -1.720 0.545
H -3.120 0.136 0.020
H -2.712 0.576 1.574
H -2.078 -0.926 0.960
H -0.262 0.747 0.780
H -1.320 1.886 0.034
H -1.185 -0.441 -1.573
H 1.176 -0.174 -2.210
H 1.431 0.420 -0.627
H 0.344 -2.443 -1.074
O 3.257 0.919 1.028
H 2.751 0.073 1.118
H 2.845 1.495 1.676
*
```

=====

The following is a quantum chemistry calculation of a cluster of 2 separate species, C28H31BCl4N2O in total at a distorted geometry, from OMol25.

Output
ΔE to the lowest compared entry with this formula, charge and spin   0.0 kcal per mole
E_tot   -85336.109 eV
Frontier orbital gap   5.9 eV

Geometry as ORCA input:
```
! RIJCOSX wB97M-V def2-TZVPD def2/J DEFGRID3
* xyz 0 1
Cl 3.456 1.262 -2.634
B 2.688 -0.378 -2.954
Cl 2.956 -0.952 -4.695
Cl 3.310 -1.688 -1.752
O 1.233 -0.182 -2.735
C 0.386 -1.143 -2.792
C -1.006 -0.860 -2.938
C -1.877 -1.966 -3.021
C -3.245 -1.757 -3.086
C -3.755 -0.450 -3.066
Cl -5.454 -0.205 -3.061
C -2.891 0.657 -3.023
C -1.516 0.465 -2.981
H 0.734 -2.181 -2.848
H -1.435 -2.964 -3.089
H -3.933 -2.594 -3.139
H -3.314 1.652 -3.031
H -0.830 1.307 -3.023
C 6.540 1.766 -0.193
C 5.195 1.511 0.405
C 4.286 2.561 0.552
C 2.975 2.332 0.945
C 2.021 3.484 0.959
C 2.588 1.012 1.246
N 1.248 0.777 1.657
C 0.357 -0.065 1.104
N -0.840 0.114 1.708
C -2.045 -0.476 1.276
C -1.996 -1.806 0.824
C -0.700 -2.544 0.792
C -3.174 -2.422 0.412
C -4.378 -1.712 0.363
C -5.645 -2.362 -0.105
C -4.383 -0.371 0.742
C -3.239 0.275 1.207
C -3.323 1.739 1.495
C -0.688 0.889 2.960
C 0.747 1.325 2.932
C 3.511 -0.043 1.232
C 3.118 -1.410 1.690
C 4.803 0.222 0.782
H 7.160 0.868 -0.139
H 6.434 2.054 -1.246
H 7.053 2.583 0.327
H 4.604 3.577 0.311
H 1.018 3.217 1.297
H 2.408 4.282 1.610
H 1.916 3.910 -0.051
H -0.838 -3.504 0.285
H 0.076 -1.955 0.251
H -0.316 -2.759 1.804
H -3.149 -3.466 0.115
H -6.451 -1.622 -0.131
H -5.530 -2.783 -1.112
H -5.953 -3.174 0.565
H -5.318 0.189 0.670
H -4.257 2.121 1.066
H -3.365 1.962 2.569
H -2.504 2.314 1.044
H -1.367 1.741 2.983
H -0.887 0.252 3.831
H 1.330 0.899 3.756
H 0.852 2.406 2.953
H 3.967 -2.087 1.550
H 2.844 -1.433 2.755
H 2.276 -1.805 1.109
H 5.514 -0.601 0.715
*
```

=====

The following is a quantum chemistry calculation of a cluster of 2 separate species, C8H13N2O8PS in total at a distorted geometry, from OMol25.

Output
ΔE to the lowest compared entry with this formula, charge and spin   0.0 kcal per mole
E_tot   -47988.043 eV
SMILES string   O=NOC1=C(P(O)(O)=S)C(=O)OC1=O.COC[C@@H](C)N
Frontier orbital gap   7.9 eV

Geometry as ORCA input:
```
! RIJCOSX wB97M-V def2-TZVPD def2/J DEFGRID3
* xyz 0 1
O 0.101 -3.065 1.126
N -0.959 -2.696 1.062
O -0.930 -1.470 0.306
C -1.959 -0.634 0.384
C -3.276 -0.744 0.329
P -4.283 -2.265 0.296
O -4.763 -2.325 1.829
O -3.352 -3.552 0.201
S -5.811 -2.182 -0.831
C -3.822 0.654 0.223
O -4.591 0.980 -0.582
O -2.917 1.536 0.817
C -1.768 0.787 0.876
O -0.999 1.005 1.740
H -4.030 -2.256 2.454
H -3.342 -3.840 -0.725
C 4.763 1.544 -0.686
O 4.092 0.361 -0.290
C 2.906 0.562 0.455
C 1.666 0.902 -0.383
C 1.652 2.339 -0.899
N 1.489 -0.008 -1.516
H 4.675 2.331 0.067
H 4.390 1.905 -1.647
H 5.817 1.297 -0.811
H 2.718 -0.391 0.957
H 3.070 1.307 1.244
H 0.802 0.779 0.270
H 2.305 2.475 -1.761
H 0.646 2.615 -1.218
H 1.959 3.041 -0.122
H 1.379 -0.949 -1.148
H 2.372 -0.042 -2.018
*
```